Here is 3 unconnected molecules or ions with the total composition C4H9NO2 at a distorted geometry from the OMol25 dataset. Energies are from the ωB97M-V functional and the def2-TZVPD basis.

Structure (XYZ):
```
16
Properties=species:S:1:pos:R:3:lowdin_charge:R:1
C -1.37 1.86 -1.52 -0.106
C -1.06 2.08 -0.10 -0.096
C -0.55 0.89 0.36 -0.164
N -0.45 0.02 -0.69 0.009
C -1.01 0.60 -1.81 -0.155
H -1.88 2.67 -2.01 0.083
H -1.25 3.02 0.36 0.076
H -0.35 0.64 1.38 0.100
H 0.10 -0.80 -0.60 0.103
H -1.07 0.00 -2.70 0.105
O 0.62 -2.70 2.42 -0.038
H 0.66 -2.15 3.18 0.019
H -0.18 -3.21 2.43 0.025
O 2.24 -1.05 -0.41 -0.054
H 3.12 -1.05 -0.81 0.042
H 2.46 -0.82 0.51 0.049
```

Summary:
Energy = -363.0238 a.u.
Spin multiplicity = 1
Total charge = 0
Kohn-Sham gap = 8.651 eV
SMILES = c1cc[nH]c1.O.O
LUMO = 0.021 Ha


Here is a molecular structure, C4H9NO2 from the OMol25 dataset. Energies are from the ωB97M-V functional and the def2-TZVPD basis.

Structure (XYZ):
```
16
Properties=species:S:1:pos:R:3:lowdin_charge:R:1
C -2.02 -0.03 -0.68 -0.050
C -0.52 0.20 -0.66 -0.473
O -0.22 1.50 -0.14 -0.065
C 0.26 -0.76 0.24 -0.066
C 2.09 -0.62 -0.36 -0.551
O 2.50 -1.65 -0.77 0.118
N 2.52 0.55 0.07 0.119
H -2.45 0.07 0.32 0.087
H -2.27 -1.02 -1.08 0.086
H -2.50 0.72 -1.33 0.081
H -0.13 0.11 -1.68 0.146
H -0.65 2.16 -0.71 0.104
H -0.07 -0.62 1.28 0.120
H 0.13 -1.81 -0.02 0.110
H 1.47 -0.10 0.75 0.178
H 1.80 1.27 -0.06 0.055
```

Summary:
Energy = -362.9102 a.u.
Spin multiplicity = 1
Total charge = 0
Kohn-Sham gap = 9.663 eV
LUMO = 0.022 Ha


Here is 2 unconnected molecules or ions with the total composition C4H9NO2 from the OMol25 dataset. Energies are from the ωB97M-V functional and the def2-TZVPD basis.

Structure (XYZ):
```
16
Properties=species:S:1:pos:R:3:lowdin_charge:R:1
N 2.10 -1.97 1.72 0.056
C 1.39 -1.05 1.08 -0.227
O 0.14 -1.13 1.57 -0.034
C 0.50 1.50 -0.15 -0.013
C -0.80 1.22 -0.25 -0.201
C -1.35 0.36 -1.34 -0.294
O -2.00 1.18 -2.29 -0.065
H 1.67 -2.55 2.43 0.099
H 3.09 -2.07 1.53 0.085
H 0.90 2.14 0.64 0.069
H 1.21 1.11 -0.86 0.063
H -0.36 -0.41 1.14 0.033
H -1.51 1.66 0.45 0.110
H -0.52 -0.20 -1.81 0.118
H -2.05 -0.38 -0.92 0.116
H -2.41 0.60 -2.94 0.084
```

Summary:
Energy = -362.9604 a.u.
Spin multiplicity = 1
Total charge = 0
Kohn-Sham gap = 9.611 eV
LUMO = 0.035 Ha


Here is a single C4H9NO2 molecule from the OMol25 dataset. Energies are from the ωB97M-V functional and the def2-TZVPD basis.

Structure (XYZ):
```
16
Properties=species:S:1:pos:R:3:lowdin_charge:R:1
N 1.53 -0.54 1.84 0.107
C 0.64 -0.64 0.74 -0.530
O 0.14 -1.95 0.56 0.013
C 1.05 0.11 -0.48 -0.061
C -0.27 0.51 0.12 -0.139
C -1.46 0.44 -0.88 -0.234
O -1.25 1.45 -1.88 -0.079
H 1.25 -0.38 2.79 0.077
H 2.51 -0.39 1.68 0.081
H -0.76 -1.89 0.87 0.090
H 1.88 0.80 -0.37 0.110
H 0.99 -0.44 -1.41 0.121
H -0.31 1.44 0.68 0.130
H -1.52 -0.54 -1.36 0.115
H -2.43 0.65 -0.39 0.112
H -1.97 1.38 -2.53 0.089
```

Summary:
Energy = -362.9827 a.u.
Spin multiplicity = 1
Total charge = 0
Kohn-Sham gap = 10.009 eV
SMILES = N[C@]1(O)C[C@H]1CO
LUMO = 0.031 Ha


Here is a single C4H9NO2 molecule at a distorted geometry from the OMol25 dataset. Energies are from the ωB97M-V functional and the def2-TZVPD basis.

Structure (XYZ):
```
16
Properties=species:S:1:pos:R:3:lowdin_charge:R:1
C -2.49 -0.98 0.35 0.012
C -1.40 -0.22 0.39 -0.146
O -0.25 -0.57 1.40 -0.043
C 0.89 -0.27 0.73 -0.447
N 1.44 1.01 1.00 0.109
O 0.30 -0.38 -0.68 -0.212
C 0.95 0.25 -1.77 -0.090
H -2.47 -2.01 0.66 0.057
H -3.46 -0.51 0.23 0.052
H -1.41 0.83 0.15 0.114
H 1.66 -1.06 0.78 0.161
H 0.74 1.69 1.26 0.096
H 2.20 0.98 1.65 0.089
H 1.33 1.24 -1.50 0.074
H 0.20 0.35 -2.56 0.090
H 1.78 -0.37 -2.10 0.085
```

Summary:
Energy = -362.9377 a.u.
Spin multiplicity = 1
Total charge = 0
Kohn-Sham gap = 9.862 eV
SMILES = C=CO[C@H](N)OC
LUMO = 0.037 Ha


Here is 2 unconnected molecules or ions with the total composition C4H9NO2 from the OMol25 dataset. Energies are from the ωB97M-V functional and the def2-TZVPD basis.

Structure (XYZ):
```
16
Properties=species:S:1:pos:R:3:lowdin_charge:R:1
H 2.67 1.60 -0.58 0.047
N 1.87 0.98 -0.66 0.104
C 2.26 -0.22 -0.76 -0.358
O 1.40 -1.25 -0.85 0.018
H 3.29 -0.59 -0.78 0.126
H 0.51 -0.86 -0.70 0.066
C -1.59 1.27 -0.30 -0.111
C -0.97 0.37 0.73 -0.177
C -1.15 -0.94 0.80 -0.255
O -0.57 -1.68 1.80 -0.010
H -0.83 1.92 -0.74 0.061
H -2.37 1.90 0.14 0.072
H -2.05 0.70 -1.12 0.075
H -0.31 0.83 1.45 0.115
H -1.80 -1.48 0.11 0.129
H -0.35 -2.55 1.46 0.099
```

Summary:
Energy = -363.0106 a.u.
Spin multiplicity = 1
Total charge = 0
Kohn-Sham gap = 9.758 eV
SMILES = [H]/N=C/O.C/C=C/O
LUMO = 0.032 Ha


Here is a single C4H9NO2 molecule at a distorted geometry from the OMol25 dataset. Energies are from the ωB97M-V functional and the def2-TZVPD basis.

Structure (XYZ):
```
16
Properties=species:S:1:pos:R:3:lowdin_charge:R:1
O -2.51 -1.16 0.85 0.055
C -2.68 -0.10 0.31 -0.262
C -1.54 0.69 -0.22 -0.145
C -0.20 0.00 0.08 -0.229
N 1.00 0.72 -0.29 -0.071
C 2.29 0.34 0.21 -0.291
O 3.03 -0.46 -0.72 -0.075
H -3.71 0.27 0.26 0.117
H -1.60 0.65 -1.32 0.122
H -1.39 1.73 0.07 0.122
H -0.20 -0.22 1.14 0.118
H -0.15 -0.90 -0.54 0.118
H 1.11 1.20 -1.17 0.118
H 2.90 1.25 0.28 0.113
H 2.23 -0.14 1.18 0.120
H 2.46 -0.87 -1.37 0.070
```

Summary:
Energy = -362.9992 a.u.
Spin multiplicity = 1
Total charge = 0
Kohn-Sham gap = 9.674 eV
SMILES = O=CCCNCO
LUMO = 0.031 Ha


Here is a single C4H9NO2 molecule from the OMol25 dataset. Energies are from the ωB97M-V functional and the def2-TZVPD basis.

Structure (XYZ):
```
16
Properties=species:S:1:pos:R:3:lowdin_charge:R:1
C 1.58 0.92 -0.14 -0.052
C 0.30 0.21 0.28 -0.377
C -0.90 1.17 0.27 -0.243
O -2.06 0.56 0.76 -0.051
N 0.01 -0.95 -0.56 0.047
C -0.27 -2.20 -0.11 -0.363
O -0.60 -3.13 -0.82 0.016
H 2.44 0.23 -0.10 0.082
H 1.79 1.77 0.52 0.083
H 1.50 1.30 -1.17 0.082
H 0.40 -0.17 1.30 0.146
H -0.68 2.03 0.91 0.127
H -1.05 1.56 -0.76 0.128
H -2.24 -0.19 0.19 0.084
H -0.06 -0.83 -1.56 0.155
H -0.15 -2.30 0.99 0.138
```

Summary:
Energy = -363.0528 a.u.
Spin multiplicity = 1
Total charge = 0
Kohn-Sham gap = 10.774 eV
SMILES = C[C@@H](CO)NC=O
LUMO = 0.031 Ha


Here is a single C4H9NO2 molecule from the OMol25 dataset. Energies are from the ωB97M-V functional and the def2-TZVPD basis.

Structure (XYZ):
```
16
Properties=species:S:1:pos:R:3:lowdin_charge:R:1
C 1.23 -1.54 -0.22 -0.108
O 1.38 -0.14 -0.29 -0.209
C 0.46 0.44 -1.17 -0.201
C -0.59 1.26 -0.39 -0.149
N -0.53 0.97 1.02 0.021
C -1.42 0.09 1.56 -0.376
O -2.43 -0.29 1.01 0.013
H 0.23 -1.85 0.10 0.090
H 1.40 -1.95 -1.22 0.088
H 2.01 -1.88 0.46 0.095
H -0.05 -0.32 -1.78 0.121
H 1.03 1.10 -1.84 0.119
H -1.59 0.98 -0.74 0.116
H -0.43 2.32 -0.54 0.113
H 0.37 1.04 1.47 0.134
H -1.08 -0.24 2.56 0.134
```

Summary:
Energy = -363.0246 a.u.
Spin multiplicity = 1
Total charge = 0
Kohn-Sham gap = 10.702 eV
SMILES = COCCNC=O
LUMO = 0.033 Ha


Here is a single C4H9NO2 molecule from the OMol25 dataset. Energies are from the ωB97M-V functional and the def2-TZVPD basis.

Structure (XYZ):
```
16
Properties=species:S:1:pos:R:3:lowdin_charge:R:1
C 1.23 1.74 -0.44 -0.052
C 0.50 0.41 -0.60 -0.437
O 1.42 -0.61 -0.20 -0.051
C -0.77 0.38 0.25 -0.079
C -1.46 -0.98 0.24 -0.544
N -0.90 -1.91 1.07 0.156
O -2.44 -1.22 -0.44 0.047
H 1.53 1.87 0.61 0.087
H 0.59 2.57 -0.73 0.085
H 2.13 1.75 -1.05 0.083
H 0.23 0.27 -1.65 0.150
H 1.17 -1.42 -0.67 0.095
H -0.51 0.65 1.28 0.127
H -1.49 1.11 -0.13 0.129
H -1.26 -2.85 1.04 0.110
H 0.04 -1.76 1.42 0.095
```

Summary:
Energy = -363.0707 a.u.
Spin multiplicity = 1
Total charge = 0
Kohn-Sham gap = 10.543 eV
SMILES = C[C@@H](O)CC(N)=O
LUMO = 0.028 Ha


Here is a single C4H9NO2 molecule at a distorted geometry from the OMol25 dataset. Energies are from the ωB97M-V functional and the def2-TZVPD basis.

Structure (XYZ):
```
16
Properties=species:S:1:pos:R:3:lowdin_charge:R:1
C 0.28 1.16 -1.11 -0.076
C 0.56 0.62 0.19 -0.408
N 1.25 -0.79 0.12 0.020
C -0.66 0.15 0.99 -0.077
C -1.55 -0.89 0.32 -0.463
O -2.76 -0.96 0.44 0.081
O -0.90 -1.62 -0.67 0.028
H -0.31 0.23 -1.48 0.113
H 1.12 1.30 -1.71 0.053
H -0.34 2.19 -1.23 0.152
H 1.22 1.28 0.87 0.159
H 2.22 -0.74 -0.37 0.148
H 1.34 -1.07 1.07 0.075
H -1.26 0.92 1.39 0.118
H -0.27 -0.46 1.75 0.099
H 0.04 -1.32 -0.58 -0.021
```

Summary:
Energy = -363.0076 a.u.
Spin multiplicity = 1
Total charge = 0
Kohn-Sham gap = 10.536 eV
SMILES = C[C@H](N)CC(=O)O
LUMO = 0.021 Ha


Here is a single C4H9NO2 molecule from the OMol25 dataset. Energies are from the ωB97M-V functional and the def2-TZVPD basis.

Structure (XYZ):
```
16
Properties=species:S:1:pos:R:3:lowdin_charge:R:1
C -2.22 -0.72 -0.05 -0.055
C -0.86 -0.25 -0.51 -0.459
O -0.95 1.14 -0.76 -0.038
C 0.20 -0.53 0.55 -0.207
N 1.46 -0.08 0.05 0.019
C 2.13 0.90 0.49 -0.279
O 3.28 1.12 -0.17 0.026
H -2.20 -1.80 0.14 0.083
H -2.98 -0.51 -0.80 0.082
H -2.49 -0.21 0.88 0.085
H -0.57 -0.78 -1.44 0.143
H -0.09 1.42 -1.10 0.084
H -0.09 -0.05 1.50 0.127
H 0.29 -1.61 0.70 0.124
H 1.93 1.59 1.32 0.149
H 3.17 0.36 -0.79 0.115
```

Summary:
Energy = -363.0293 a.u.
Spin multiplicity = 1
Total charge = 0
Kohn-Sham gap = 10.883 eV
SMILES = C[C@@H](O)C/N=C/O
LUMO = 0.037 Ha


Here is a single C4H9NO2 molecule at a distorted geometry from the OMol25 dataset. Energies are from the ωB97M-V functional and the def2-TZVPD basis.

Structure (XYZ):
```
16
Properties=species:S:1:pos:R:3:lowdin_charge:R:1
O 1.71 3.09 1.95 -0.009
C 1.39 2.43 0.95 -0.332
N 0.68 1.24 1.02 -0.008
C 0.35 0.40 -0.13 -0.224
C -0.68 -0.61 0.15 -0.193
C -0.73 -1.94 -0.62 -0.143
O -0.82 -1.59 -2.13 -0.078
H 1.83 2.32 -0.04 0.124
H 0.42 1.09 1.98 0.132
H 1.26 -0.02 -0.48 0.110
H 0.13 1.23 -0.87 0.145
H -0.54 -0.87 1.21 0.118
H -1.69 -0.11 0.05 0.135
H -1.62 -2.45 -0.20 0.123
H 0.02 -2.57 -0.46 0.057
H -1.72 -1.64 -2.37 0.042
```

Summary:
Energy = -362.9907 a.u.
Spin multiplicity = 1
Total charge = 0
Kohn-Sham gap = 10.177 eV
SMILES = O=CNCCCO
LUMO = 0.024 Ha


Here is a single C4H9NO2 molecule at a distorted geometry from the OMol25 dataset. Energies are from the ωB97M-V functional and the def2-TZVPD basis.

Structure (XYZ):
```
16
Properties=species:S:1:pos:R:3:lowdin_charge:R:1
C 0.08 -1.88 0.62 -0.072
C -0.40 -1.28 -0.69 -0.256
N -1.19 -0.24 -0.81 -0.010
C -1.11 0.79 0.07 -0.129
C 0.49 1.65 -0.42 -0.422
O 0.90 2.35 0.69 0.014
O 1.35 0.74 -0.84 -0.020
H -0.53 -2.76 0.88 0.079
H 0.07 -1.22 1.48 0.064
H 1.12 -2.20 0.52 0.075
H -0.49 -1.99 -1.51 0.109
H -1.89 1.54 -0.07 0.098
H -0.88 0.58 1.11 0.088
H 0.10 2.34 -1.17 0.141
H 1.53 1.80 1.17 0.110
H 0.83 -0.23 -1.04 0.131
```

Summary:
Energy = -362.9609 a.u.
Spin multiplicity = 1
Total charge = 0
Kohn-Sham gap = 9.585 eV
SMILES = C/C=N\CC(O)O
LUMO = 0.020 Ha


Here is a single C4H9NO2 molecule from the OMol25 dataset. Energies are from the ωB97M-V functional and the def2-TZVPD basis.

Structure (XYZ):
```
16
Properties=species:S:1:pos:R:3:lowdin_charge:R:1
C 0.49 0.39 -1.74 -0.054
C 0.25 -0.15 -0.33 -0.364
C 1.20 0.47 0.69 -0.241
O 1.03 -0.03 1.99 -0.054
N -1.15 0.06 0.03 0.062
C -1.80 -0.75 0.88 -0.335
O -1.28 -1.67 1.49 0.005
H -0.21 -0.06 -2.45 0.083
H 1.51 0.15 -2.07 0.084
H 0.38 1.48 -1.77 0.084
H 0.40 -1.24 -0.33 0.153
H 2.23 0.29 0.34 0.123
H 1.05 1.56 0.70 0.125
H 0.44 -0.80 1.96 0.054
H -1.65 0.83 -0.38 0.140
H -2.88 -0.52 0.97 0.136
```

Summary:
Energy = -363.0563 a.u.
Spin multiplicity = 1
Total charge = 0
Kohn-Sham gap = 10.733 eV
SMILES = C[C@@H](CO)NC=O
LUMO = 0.029 Ha


Here is a single C4H9NO2 molecule from the OMol25 dataset. Energies are from the ωB97M-V functional and the def2-TZVPD basis.

Structure (XYZ):
```
16
Properties=species:S:1:pos:R:3:lowdin_charge:R:1
C -1.93 0.75 1.08 -0.088
C -1.77 -0.51 0.23 -0.245
N -0.68 -0.38 -0.72 0.060
C 0.60 -0.43 -0.25 -0.589
O 0.92 -0.77 0.87 0.085
O 1.47 -0.07 -1.22 -0.038
C 2.83 -0.01 -0.79 -0.057
H -1.05 0.87 1.72 0.073
H -2.00 1.63 0.43 0.074
H -2.83 0.71 1.70 0.072
H -1.54 -1.37 0.86 0.117
H -2.68 -0.74 -0.33 0.113
H -0.83 0.27 -1.49 0.142
H 3.42 0.05 -1.70 0.091
H 2.99 0.88 -0.18 0.097
H 3.09 -0.89 -0.21 0.092
```

Summary:
Energy = -363.0686 a.u.
Spin multiplicity = 1
Total charge = 0
Kohn-Sham gap = 10.713 eV
SMILES = CCNC(=O)OC
LUMO = 0.034 Ha